39
Properties=species:S:1:pos:R:3:nbo_charge:R:1 method="wB97M-V/def2-TZVPD" de_lowest_kj_mol=318.0 total_energy_ev=-28026.561 lumo_energy_ha=0.02167 smiles="N[C@@H](Cc1ccccc1)C(=O)N[C@@H](CCC(=O)O)C(=O)O" homo_energy_ev=-9.211 charge=0
C 1.127 -1.160 2.644 0.02
O -1.487 2.644 -4.448 -0.64
C 0.063 1.475 -2.924 -0.18
C -1.333 -0.766 -2.857 -0.53
H 0.795 -3.799 4.784 0.21
C -2.408 0.241 -2.504 0.79
H 1.511 0.756 3.106 0.20
C -0.277 0.050 -3.590 -0.39
C 1.023 0.386 0.634 -0.15
C 1.075 -1.714 5.364 -0.23
H 2.251 -1.258 0.766 0.23
O 1.564 -0.462 -1.590 -0.59
H -1.049 0.206 0.590 0.39
H -0.770 0.262 -4.533 0.22
H 1.706 1.109 1.047 0.22
C 0.859 -2.713 4.458 -0.20
H -0.231 2.017 -0.937 0.43
C -1.189 2.344 -3.210 0.81
H 0.499 -1.671 0.528 0.22
H 0.757 -3.312 2.519 0.21
O -3.339 0.606 -3.157 -0.59
C 1.031 0.352 -0.917 0.71
O -1.748 2.871 -2.289 -0.64
C 1.302 -0.177 3.555 -0.26
H 0.992 1.727 -3.430 0.25
C 1.320 -0.442 4.908 -0.19
C 0.890 -2.498 3.121 -0.20
C 1.209 -1.055 1.069 -0.43
O -2.148 0.783 -1.297 -0.75
H -0.874 -1.348 -2.051 0.24
H -2.404 2.832 -4.290 0.51
H 1.554 0.393 5.625 0.22
H -1.669 -1.408 -3.693 0.24
H -2.423 1.796 -1.192 0.54
H 0.627 -0.610 -3.834 0.25
H -0.348 1.024 2.013 0.38
H 1.342 -1.896 6.467 0.22
N 0.520 1.574 -1.491 -0.65
N -0.321 0.842 1.039 -0.88